(1)
Computed, not measured: a gas-phase ion, C32H45BrF3N2O5S (charge +1), with ωB97M-V with the def2-TZVPD basis set.

Each line ends with the Löwdin charge.
Positions of all 89 atoms, in Å:
Br (-0.31, -0.75, 3.35)  0.987
S (3.38, 0.12, -3.06)  0.717
F (1.64, 1.63, 6.04)  0.123
F (1.80, -0.59, 5.87)  0.103
F (3.65, 0.70, 5.91)  0.121
O (4.59, 0.91, -3.45)  -0.338
O (2.28, 0.76, 4.06)  -0.033
O (2.35, 1.10, -3.55)  -0.341
O (-1.84, -3.74, -3.99)  -0.255
O (6.86, 2.30, 1.82)  0.087
N (4.64, 3.02, 2.22)  -0.150
N (-0.97, -1.17, 0.62)  -0.053
C (5.33, 0.46, 2.08)  -0.033
C (3.07, -0.11, -1.29)  -0.132
C (5.96, 1.99, -1.12)  -0.111
C (5.70, 0.49, -0.85)  -0.140
C (6.14, 3.13, -1.54)  0.107
C (-2.28, -1.49, 1.27)  -0.206
C (-4.61, -0.30, 1.08)  -0.209
C (-0.74, -2.95, -4.53)  -0.198
C (-7.87, -0.03, 0.66)  -0.222
C (-0.81, -1.18, -0.81)  -0.073
C (4.43, 3.26, 3.70)  -0.066
C (0.40, -1.06, -3.00)  -0.158
C (-2.14, -1.51, -1.60)  -0.001
C (-3.11, -0.16, 1.68)  -0.175
C (0.14, -0.84, 1.43)  -0.358
C (4.07, 0.10, 1.19)  -0.015
C (3.56, -1.40, -4.07)  -0.137
C (-5.56, 0.78, 1.77)  -0.204
C (-7.05, 0.28, 1.99)  -0.208
C (5.69, 2.03, 2.01)  -0.403
C (2.74, -0.28, 1.78)  -0.014
C (1.52, -0.54, 0.87)  -0.025
C (5.01, 4.34, 1.63)  -0.095
C (0.22, -2.66, -3.28)  -0.126
C (0.51, -0.88, -1.48)  -0.029
C (2.35, 0.60, 5.43)  -0.571
C (2.74, -0.40, 3.34)  -0.212
C (-7.87, 2.38, -0.48)  -0.108
C (-7.45, 0.83, -0.60)  -0.264
C (4.22, 0.15, -0.35)  -0.022
C (1.74, -0.49, -0.65)  -0.006
C (-2.55, -4.43, -5.05)  -0.106
H (3.35, -2.30, -3.42)  0.072
H (5.84, -0.17, -1.77)  0.118
H (-0.06, -3.23, -2.35)  0.117
H (1.16, -0.80, -3.75)  0.056
H (1.25, -3.06, -3.59)  0.098
H (4.85, 4.26, 4.03)  0.096
H (-2.16, -2.20, 2.15)  0.109
H (-8.80, 2.54, -1.13)  0.078
H (-2.98, -0.79, -1.34)  0.097
H (-2.26, -5.52, -5.00)  0.099
H (-3.00, -2.07, 0.64)  0.102
H (-5.51, 1.72, 1.12)  0.118
H (-6.36, 0.71, -0.90)  0.079
H (-4.96, -1.37, 1.24)  0.125
H (5.20, 0.30, 3.18)  0.103
H (4.63, -1.52, -4.42)  0.094
H (4.90, 4.27, 0.51)  0.072
H (-7.11, -0.66, 2.64)  0.114
H (2.91, -1.33, -4.98)  0.092
H (-7.01, 3.02, -0.83)  0.070
H (3.74, -0.69, 3.80)  0.137
H (4.91, 2.46, 4.34)  0.091
H (-2.67, 0.74, 1.15)  0.130
H (-0.53, -0.49, -3.35)  0.132
H (-3.66, -4.39, -4.78)  0.099
H (6.24, -0.17, 1.81)  0.135
H (-8.17, 2.56, 0.59)  0.068
H (-2.06, -1.57, -2.70)  0.066
H (3.31, 3.31, 3.87)  0.097
H (-4.58, -0.14, -0.05)  0.087
H (4.29, 5.13, 2.03)  0.103
H (-5.11, 1.02, 2.78)  0.109
H (-8.95, 0.22, 0.89)  0.114
H (6.46, 4.20, -1.55)  0.076
H (-7.62, 1.09, 2.55)  0.108
H (-0.21, -3.52, -5.36)  0.131
H (-8.04, 0.43, -1.49)  0.103
H (-2.44, -2.56, -1.25)  0.116
H (-1.15, -1.95, -4.89)  0.130
H (2.18, -1.37, 3.58)  0.096
H (-7.87, -1.15, 0.42)  0.107
H (-3.21, -0.04, 2.79)  0.092
H (-2.44, -3.96, -6.07)  0.097
H (6.52, 0.13, -0.17)  0.114
H (6.04, 4.68, 1.92)  0.102

Calculated values
total charge: +1
orbital gap: 6.79 eV
SMILES: C#CCc1c(CC(=O)N(C)C)c(COC(F)(F)F)c2c(Br)[n+](CCCCCCCC)c(C)c(CCCOC)c2c1S(C)(=O)=O
HOMO level: -11.49 eV

(2)
Computed, not measured: a molecular structure, C32H45GeO5S2SiW, with ωB97M-V with the def2-TZVPD basis set.

Each line ends with the Löwdin charge.
Positions of all 87 atoms, in Å:
W (0.36, 0.15, 1.36)  1.355
Ge (-2.09, -0.23, 2.85)  1.154
S (2.30, 1.68, 0.92)  0.695
S (2.39, -1.08, 1.80)  0.746
Si (0.45, -0.37, -2.16)  0.502
O (-1.09, -1.40, 1.74)  -0.500
O (-1.70, 0.99, 1.42)  -0.467
O (4.53, 0.26, 1.23)  -0.135
O (-0.11, 0.40, 3.25)  -0.520
O (0.38, -0.21, -0.54)  -0.485
C (-3.49, -2.30, -3.70)  -0.045
C (-1.13, -2.87, 1.85)  -0.637
C (-2.17, -1.37, -1.92)  -0.109
C (-1.30, -1.44, -4.16)  -0.081
C (1.15, 2.50, -5.09)  -0.008
C (0.63, 1.33, -3.01)  -0.082
C (-2.64, 1.99, 0.88)  -0.649
C (4.28, -2.68, -3.39)  -0.053
C (-1.13, -3.25, 3.32)  -0.037
C (-2.42, -3.31, 1.17)  -0.016
C (1.89, -2.63, -3.09)  -0.075
C (1.96, -1.29, -2.68)  -0.238
C (3.04, -3.32, -3.44)  -0.054
C (0.24, 1.22, 4.43)  -0.631
C (-2.84, 1.72, -0.60)  -0.010
C (0.55, 2.58, -2.33)  -0.046
C (3.24, 0.32, 1.29)  -1.161
C (1.22, 0.39, 5.25)  -0.014
C (5.28, 1.42, 0.81)  -0.024
C (-2.47, -2.03, -4.60)  -0.054
C (-3.96, 1.87, 1.62)  -0.061
C (-1.03, 1.50, 5.21)  -0.060
C (0.91, 1.33, -4.42)  -0.005
C (-1.13, -1.10, -2.81)  -0.216
C (0.87, 2.53, 3.97)  -0.042
C (-3.33, -1.98, -2.36)  -0.062
C (0.07, -3.44, 1.13)  -0.039
C (4.36, -1.35, -2.99)  -0.065
C (1.09, 3.71, -4.38)  0.059
C (-2.02, 3.35, 1.13)  -0.016
C (0.79, 3.75, -2.99)  0.004
C (3.21, -0.67, -2.64)  -0.095
H (1.60, 0.98, 6.08)  0.106
H (-3.42, 2.52, -1.05)  0.107
H (-4.66, 2.60, 1.22)  0.108
H (-0.28, -2.78, 3.84)  0.092
H (-0.09, -4.50, 0.95)  0.108
H (0.93, -3.13, -3.14)  0.107
H (-0.50, -1.27, -4.88)  0.099
H (0.77, 4.70, -2.48)  0.130
H (-1.88, 1.65, -1.12)  0.062
H (-1.85, 3.51, 2.20)  0.083
H (-4.41, 0.88, 1.48)  0.084
H (5.17, -3.22, -3.67)  0.116
H (-3.37, 0.78, -0.75)  0.083
H (1.88, 2.38, 3.60)  0.054
H (-2.62, -4.36, 1.40)  0.106
H (-2.05, -2.95, 3.83)  0.077
H (-2.58, -2.30, -5.64)  0.117
H (4.94, 1.74, -0.17)  0.084
H (0.98, -3.36, 1.73)  0.048
H (-0.79, 2.07, 6.11)  0.108
H (0.22, -2.95, 0.17)  0.078
H (-4.12, -2.21, -1.65)  0.114
H (-1.03, -4.33, 3.43)  0.107
H (2.98, -4.35, -3.75)  0.115
H (-2.67, 4.14, 0.77)  0.102
H (-1.06, 3.45, 0.62)  0.075
H (-4.40, -2.77, -4.04)  0.118
H (-2.36, -3.20, 0.09)  0.070
H (0.96, 0.39, -4.95)  0.115
H (-2.04, -1.13, -0.87)  0.076
H (3.29, 0.37, -2.32)  0.099
H (1.38, 2.50, -6.14)  0.132
H (0.32, 2.59, -1.28)  0.076
H (0.91, 3.23, 4.80)  0.105
H (-3.27, -2.73, 1.54)  0.087
H (5.33, -0.86, -2.97)  0.111
H (0.27, 2.98, 3.17)  0.071
H (2.06, 0.08, 4.63)  0.069
H (5.15, 2.21, 1.54)  0.101
H (-1.51, 0.57, 5.53)  0.076
H (1.25, 4.65, -4.91)  0.136
H (-1.74, 2.09, 4.62)  0.080
H (6.31, 1.09, 0.77)  0.109
H (-3.86, 2.07, 2.69)  0.080
H (0.73, -0.49, 5.65)  0.096

Calculated values
spin multiplicity: 4
ΔE to the lowest compared entry with this formula, charge and spin: 0.0 kJ/mol
expectation value of S²: 3.779
total charge: +2
orbital gap (spin up / spin down): 7.13 / 4.42 eV
HOMO level (spin up / spin down): -13.02 / -14.08 eV